Entry 1:
The ion C19H27N2O4 with charge +1, computed with wB97M-V/def2-TZVPD.

HOMO level ... -0.3947 hartree
Kohn-Sham gap ... 8.29 eV
Energy above the lowest of the compared OMol25 structures with the same formula, charge and spin ... 5.5 kcal/mol
SMILES ... CCN1CC[NH+](C[C@H](O)COc2ccc3c(C)cc(=O)oc3c2)CC1
Net charge ... +1

Positions of all 52 atoms, in Å:
H1 1.138965 0.119509 0.705361
C1 0.739921 3.889939 2.820463
C2 0.448798 2.939079 1.642623
C3 -0.852877 -3.134405 -0.735240
H2 -0.402976 -0.892502 -3.823948
C4 -2.702991 -4.362403 -1.738596
N1 1.007262 5.239842 2.399934
H3 2.140325 2.274124 -1.205737
H4 -4.291851 -5.444392 -2.655546
O1 -1.933685 -5.437364 1.588541
N2 1.588061 2.968625 0.695784
C5 1.942566 0.595521 0.123337
H5 2.989414 4.935667 1.919807
H6 -0.899080 5.545194 1.484679
C6 2.309754 -0.302782 -1.076241
H7 -0.448565 3.255059 1.106597
C7 1.798035 4.352855 0.215740
O2 1.265315 -0.388421 -2.006839
C8 -0.545543 -1.527403 -2.965107
H8 0.774034 -2.097394 0.122423
H9 -1.291309 5.692351 3.940997
H10 -3.042671 -4.886229 -3.774840
H11 -2.168671 -2.602570 -3.802805
H12 2.220854 6.287081 1.081896
H13 0.901647 4.674984 -0.318096
H14 -3.491902 -5.872598 -0.465736
C9 -1.527788 -2.486323 -2.944473
H15 -4.207355 -3.739332 -3.114349
H16 3.511500 0.028086 1.169622
C10 -0.161223 6.061860 2.117898
H17 0.458677 1.919940 -0.769898
H18 3.151227 0.152560 -1.609990
C11 -1.705930 -3.319026 -1.832537
H19 -0.090446 6.979117 4.060518
O3 -0.950526 -3.859901 0.392367
C12 -2.771708 -5.080411 -0.595691
C13 0.312193 -1.367492 -1.870519
H20 2.433260 2.677750 1.219419
H21 1.612319 3.519017 3.369892
C14 0.151664 -2.165727 -0.754803
C15 -3.617059 -4.625791 -2.887154
C16 -1.902134 -4.852425 0.539846
C17 1.479301 1.970491 -0.391005
H22 0.183786 6.943745 1.576253
H23 2.648118 4.376300 -0.466750
H24 2.617766 -1.294629 -0.724609
C18 2.066167 5.265402 1.428920
C19 -0.827877 6.519171 3.409977
H25 0.305119 1.923554 2.009687
H26 -1.599238 7.249270 3.183923
O4 3.058018 0.850027 0.952798
H27 -0.109942 3.884090 3.501282

Force components x, y, z for each atom (eV/Å):
0.1 0.1 -0.1
-0.1 -0.1 -0.1
-0.5 0.1 0.8
-0.1 0.4 -0.8
0.0 0.1 -0.1
-0.1 -0.4 0.5
0.2 0.1 0.1
0.0 0.1 0.1
0.0 0.0 0.0
0.0 0.2 -0.4
0.4 -0.2 0.1
-0.5 -0.2 -0.4
0.1 0.0 -0.1
0.0 0.1 -0.1
0.2 0.1 0.3
0.1 -0.1 -0.1
0.3 1.0 0.0
-0.2 0.0 -0.1
0.2 0.2 0.0
0.1 0.0 0.1
-0.1 -0.1 0.1
0.0 0.0 -0.1
-0.1 0.0 -0.1
0.1 -0.1 0.0
0.0 -0.2 0.0
-0.1 -0.1 0.0
0.1 -0.1 0.3
-0.1 0.1 -0.1
0.0 0.0 0.1
-0.1 0.1 0.2
0.0 0.1 0.1
-0.1 -0.1 0.1
0.4 0.1 0.4
0.1 0.1 0.1
0.2 0.0 0.2
-0.1 0.2 -0.5
-0.4 -0.3 -0.1
-0.2 0.1 -0.1
-0.1 -0.1 0.0
0.1 0.0 0.1
0.0 0.0 0.1
-0.1 -0.3 0.5
0.2 -0.8 -0.4
0.0 -0.1 -0.1
-0.1 -0.2 0.0
0.0 0.1 0.0
-0.1 -0.1 -0.2
0.0 0.0 -0.3
0.1 0.0 -0.1
-0.1 0.0 0.0
0.2 0.0 -0.1
0.0 -0.1 0.0



Entry 2:
An isolated molecule of C19H27N3O2, computed with wB97M-V/def2-TZVPD.

HOMO level ... -0.2844 hartree
Kohn-Sham gap ... 8.42 eV
Energy above the lowest of the compared OMol25 structures with the same formula, charge and spin ... 59.5 kcal/mol
SMILES ... CCN1CCN(CC(=O)c2c(C)n(C)c3ccc(OC)cc23)CC1

Positions of all 51 atoms, in Å:
C1 4.399070 -3.895136 0.158280
C2 0.551360 2.984581 0.259567
C3 3.598405 1.042315 -0.166094
H1 3.026659 4.205933 0.432441
H2 -3.839682 -0.192658 1.443219
C4 3.368423 3.520608 -0.344720
N1 2.853743 2.200037 -0.113455
C5 -1.011841 0.372285 1.166900
H3 -6.264599 -2.968570 0.107935
C6 1.563121 1.899993 0.189488
N2 -1.704311 0.982511 0.037446
H4 5.076755 -4.745485 0.096215
C7 2.741051 -0.034075 0.129034
C8 0.305600 -0.291127 0.761338
H5 -5.319359 -1.650184 -1.746124
H6 -6.206286 -0.605200 -0.627487
H7 5.612754 1.649415 -0.679385
C9 4.943296 0.835431 -0.444676
H8 -2.986345 -1.544629 -1.872742
C10 -4.084467 0.429847 0.564761
H9 3.051284 3.904057 -1.318992
H10 0.776438 3.762985 -0.466482
C11 -3.011966 1.511929 0.390027
C12 4.568872 -1.540891 -0.120908
H11 2.551936 -2.142150 0.385317
O1 5.180686 -2.762404 -0.132845
H12 4.455090 3.486702 -0.323666
C13 3.228467 -1.338170 0.154523
H13 3.973782 -3.841421 1.165452
H14 -2.921416 2.101641 1.305519
H15 -5.051381 0.906006 0.745397
N3 -4.168588 -0.345299 -0.656895
O2 0.382678 -1.508136 0.831347
H16 6.448585 -0.671799 -0.628546
C14 -1.836426 0.118278 -1.124658
H17 -4.503786 -3.019497 0.189133
H18 -1.604574 -0.413821 1.658005
C15 -5.312945 -1.228641 -0.736230
H19 3.589347 -4.021406 -0.567366
H20 -0.866249 -0.328995 -1.346240
C16 1.432937 0.524731 0.366364
C17 -2.893069 -0.975474 -0.945281
H21 -3.318792 2.173005 -0.426400
H22 0.542263 3.439384 1.251698
H23 -2.129799 0.757023 -1.963461
H24 -5.413855 -1.986015 1.298951
C18 5.412946 -0.456995 -0.418705
C19 -5.372635 -2.372704 0.283310
H25 -0.810977 1.159114 1.901083
H26 -2.568151 -1.664445 -0.148365
H27 -0.434025 2.577498 0.046958

Force components x, y, z for each atom (eV/Å):
-0.1 -0.1 0.0
0.1 0.1 0.1
-0.1 -0.8 0.1
0.1 0.0 -0.1
-0.1 0.0 0.0
0.0 0.3 -0.1
-0.3 0.0 0.1
-0.2 -0.2 0.0
-0.1 -0.1 0.0
-0.3 -0.2 0.1
0.0 -0.2 0.0
-0.1 0.0 0.0
0.2 0.5 -0.1
-0.4 0.2 0.2
-0.1 0.0 0.0
0.0 -0.1 -0.1
0.1 0.1 0.0
0.0 0.0 0.0
0.0 0.0 0.0
0.1 0.2 0.0
0.1 0.0 0.1
0.0 0.1 0.0
-0.2 0.0 0.1
0.0 0.1 0.0
0.0 -0.1 0.0
0.1 0.3 -0.1
0.0 0.0 0.0
0.2 -0.4 0.0
0.0 0.0 0.0
0.0 0.0 0.0
0.0 0.0 0.1
0.1 0.1 0.0
0.0 0.0 0.0
0.1 0.0 0.0
0.0 -0.3 -0.1
0.1 -0.1 0.1
0.2 0.1 0.0
-0.1 -0.2 0.1
0.0 0.0 0.0
0.0 0.0 -0.1
0.5 0.1 -0.2
0.2 0.2 -0.1
-0.1 0.0 0.1
0.0 0.1 0.1
0.0 -0.1 0.0
0.0 0.0 0.1
0.0 -0.1 0.0
0.1 0.3 -0.2
0.0 0.0 0.0
0.0 0.0 -0.1
0.0 0.0 0.0



Entry 3:
A structure of composition C19H27N4OOsS2, computed with wB97M-V/def2-TZVPD.

HOMO level (spin up / spin down) ... -0.4167 / -0.4167 hartree
Kohn-Sham gap (spin up / spin down) ... 6.46 / 6.45 eV
Energy above the lowest of the compared OMol25 structures with the same formula, charge and spin ... 0.0 kcal/mol
Net charge ... +1

Positions of all 54 atoms, in Å:
S1 0.323077 -1.916407 0.364245
H1 -0.360016 3.473964 -3.073796
C1 -1.750011 1.336874 0.368186
H2 -0.179387 -2.786702 -2.130530
C2 -0.880111 2.360934 -0.167285
N1 1.891247 -2.357551 -2.318789
C3 1.760168 -0.598631 3.886990
H3 -2.182340 -0.562772 -3.267104
H4 -3.397485 1.842573 1.595231
C4 1.253340 -0.691758 2.555528
H5 4.251899 -2.067424 -3.114201
H6 -4.125639 -0.259092 -0.568773
C5 1.011954 -1.877814 1.923350
C6 -2.128221 0.454712 -0.719187
H7 4.497769 0.671231 -0.660808
N2 2.155850 -0.510134 4.962084
C7 -0.385832 3.557895 0.567789
C8 0.243035 2.788706 -2.474363
N3 3.388911 -0.645400 -1.829469
C9 2.642969 -3.458081 -1.715807
C10 -3.110646 -0.661944 -0.583237
C11 1.331691 -3.141376 2.518228
H8 0.705168 -3.682242 -3.376331
H9 3.313180 -3.082302 -0.948192
H10 0.308047 -1.983927 -3.642182
H11 0.993062 3.374687 -1.946705
H12 0.556316 3.922842 0.163538
H13 -1.842672 1.906900 2.437774
C12 -0.621312 2.034069 -1.519908
H14 -2.949635 -1.206108 0.345470
S2 0.996909 0.768517 1.680595
H15 3.212325 -4.017833 -2.457740
C13 -1.520769 0.299552 -3.239248
C14 2.135729 -1.068385 -2.026502
C15 -2.425083 1.356671 1.701246
O1 1.166024 -0.220415 -2.010303
H16 -0.248446 3.350844 1.628620
H17 -2.589174 0.352284 2.088200
H18 -0.535987 0.012657 -3.606613
C16 0.600720 -2.713231 -2.892591
N4 1.597067 -4.170103 2.954281
H19 5.143822 -1.817997 -1.596916
H20 0.753526 2.103242 -3.149733
H21 -1.917798 1.056853 -3.918325
H22 3.877550 1.372336 -2.168722
C17 3.645293 0.701821 -1.338742
H23 2.782214 1.084248 -0.803731
H24 -1.124611 4.357222 0.479652
H25 1.932816 -4.131298 -1.235247
H26 5.182372 -0.590355 -2.870503
C18 -1.434555 0.882578 -1.870120
Os1 0.052949 0.293271 -0.253448
H27 -3.038047 -1.368430 -1.407330
C19 4.556049 -1.332570 -2.376155

Force components x, y, z for each atom (eV/Å):
0.0 0.0 0.2
0.0 0.0 0.0
-0.4 0.1 -0.3
0.0 0.0 0.0
0.1 -0.1 0.0
0.0 0.0 0.0
-0.1 0.0 0.0
0.0 0.0 0.0
0.0 0.0 0.0
0.0 0.0 0.1
0.0 0.0 0.0
0.0 0.0 0.0
0.0 0.0 0.0
0.1 -0.1 0.2
0.0 0.0 0.0
0.0 0.0 0.0
0.0 0.0 0.0
0.0 0.0 0.0
-0.1 0.0 0.0
0.0 0.0 0.0
0.0 0.0 -0.1
0.0 0.0 0.0
0.0 0.0 0.0
0.0 0.0 0.0
0.0 0.0 0.0
0.0 0.0 0.0
0.0 0.0 0.0
0.0 0.0 0.0
0.1 0.1 0.0
0.0 0.0 0.0
0.0 -0.1 -0.2
0.0 0.0 0.0
0.0 0.1 0.0
0.0 -0.2 0.0
0.1 0.0 0.1
0.0 0.2 0.3
0.0 0.0 0.0
0.0 0.0 0.0
0.0 0.1 0.0
0.0 0.0 -0.1
0.0 0.0 0.0
0.0 0.0 0.0
0.0 0.0 0.0
0.0 0.0 0.0
0.0 0.0 0.0
0.0 0.1 0.0
0.0 0.0 0.0
0.0 0.0 0.0
0.0 0.0 0.0
0.0 0.0 0.0
-0.1 -0.1 0.0
0.2 0.3 0.0
0.0 0.0 0.0
0.0 0.0 0.0